Record 1
C18H26Cl42N3O6P2 | the ωB97M-V functional and the def2-TZVPD basis

Cartesian coordinates (Å):
C  0.88684  -0.78546  -0.24611
P  1.65817  -0.08428  -1.79805
O  3.23082  0.16980  -1.26837
C  0.98562  1.71620  -1.83110
N  1.77293  2.52631  -0.88532
C  1.28859  2.29913  -3.27023
O  1.41409  1.43633  -4.14642
O  1.39597  3.55160  -3.31643
N  -0.42086  1.81154  -1.39491
C  -0.68846  2.92394  -0.49542
O  -2.11018  2.99696  -0.27476
O  -2.32578  3.96074  0.78144
P  -1.75403  1.23405  -2.30814
N  -1.50621  -0.44324  -2.38671
O  -1.51652  1.56807  -3.89015
H  0.18550  -1.54802  -0.58410
H  0.36015  -0.06301  0.38661
H  1.64798  -1.31184  0.32667
H  3.24418  0.42053  -0.33485
H  2.65299  2.78161  -1.30800
H  1.91923  2.03648  -0.00945
H  -0.25182  2.71176  0.49149
H  -0.32959  3.88787  -0.86933
H  -1.44945  4.32054  0.98540
H  -1.53362  -0.81070  -1.44607
H  -0.63667  -0.69983  -2.85689
H  -2.16819  2.22690  -4.15339
C  -4.50441  3.23112  3.14055
Cl  -5.98407  2.88698  2.25335
Cl  -4.41851  4.94705  3.57847
Cl  -4.37016  2.20615  4.57435
H  -3.67206  3.01520  2.48220
C  -4.55385  3.87199  -2.27900
Cl  -3.47507  5.24204  -2.50786
Cl  -5.92000  4.34800  -1.26447
Cl  -5.10287  3.23920  -3.84169
H  -3.99617  3.08722  -1.77425
C  2.58411  2.26870  3.11980
Cl  1.26709  3.29322  2.55141
Cl  2.62600  2.20175  4.88175
Cl  2.46235  0.64338  2.43983
H  3.51316  2.70527  2.77877
C  -8.53250  5.41700  5.53497
Cl  -9.55691  5.12680  6.94682
Cl  -7.87963  7.05776  5.56645
Cl  -7.24127  4.23272  5.43024
H  -9.15094  5.32282  4.65274
C  -3.59661  -3.51038  -0.75566
Cl  -3.71603  -5.25599  -0.50693
Cl  -2.29235  -2.84571  0.24483
Cl  -3.34024  -3.12042  -2.44539
H  -4.52506  -3.05733  -0.43481
C  5.04204  -1.74145  -3.31934
Cl  5.48796  -1.18287  -4.93122
Cl  4.05295  -3.19226  -3.40309
Cl  6.49393  -2.04101  -2.33838
H  4.46171  -0.96452  -2.83173
C  -3.71495  4.28234  8.45429
Cl  -4.11845  2.58196  8.71892
Cl  -2.18234  4.68825  9.23560
Cl  -3.67965  4.65346  6.73871
H  -4.48930  4.88049  8.91497
C  5.03304  -3.79425  0.53744
Cl  3.76659  -2.71841  -0.02521
Cl  5.16377  -3.77386  2.29945
Cl  4.78748  -5.43110  -0.06990
H  5.96684  -3.43180  0.12698
C  -7.26892  -1.06833  2.97107
Cl  -7.72435  0.30055  3.97913
Cl  -8.41034  -1.28428  1.64066
Cl  -5.62873  -0.87896  2.36285
H  -7.29836  -1.95982  3.58232
C  -0.01581  -6.85292  -1.89346
Cl  -1.22959  -7.46838  -3.01970
Cl  -0.33713  -5.17847  -1.47558
Cl  0.05944  -7.86408  -0.44561
H  0.94741  -6.90236  -2.38254
C  10.12698  -3.36070  -4.34065
Cl  8.87993  -2.29675  -4.96588
Cl  10.04776  -3.47740  -2.57664
Cl  10.02151  -4.96668  -5.07400
H  11.09136  -2.94537  -4.59861
C  -7.53381  2.33135  -6.89344
Cl  -5.94240  1.60291  -6.72760
Cl  -8.20516  2.03447  -8.50116
Cl  -8.63052  1.75008  -5.64022
H  -7.42686  3.40067  -6.77094
C  8.34157  -6.79457  -2.28518
Cl  6.91625  -5.87755  -2.74115
Cl  8.54062  -6.82319  -0.52919
Cl  8.28231  -8.43658  -2.93595
H  9.20624  -6.30268  -2.70768
C  7.80720  -1.74360  5.08352
Cl  7.63445  -3.44886  4.67224
Cl  6.58725  -0.77070  4.26575
Cl  7.73413  -1.50536  6.83162
H  8.78027  -1.41589  4.74463

The calculation puts the HOMO energy at -0.1814 hartree. As for the multiplicity: 1. The net charge is -1. For the energy above the lowest of the compared OMol25 structures with the same formula, charge and spin, the calculation gives 0.000 eV. The max |F| comes out at 1.475 eV/A. The lowest unoccupied orbital energy is 1.4876 eV. Its total energy is -21327.91832 Ha. The value obtained for the frontier orbital gap is 6.4 eV.

---

Record 2
C18H26ClF11N2O8P | the ωB97M-V functional and the def2-TZVPD basis

Cartesian coordinates (Å):
N  1.13722  -3.63956  3.25612
C  1.00990  -2.49398  2.26304
C  2.24159  -1.45688  2.36012
O  3.01356  -1.60984  1.12179
C  1.76507  0.08271  2.58776
C  1.06066  0.56135  1.23551
C  -0.22157  1.53505  1.26815
C  -1.36884  1.31422  2.35688
F  -1.48790  -0.05044  2.81217
F  -2.67409  1.71574  1.94984
C  -1.04494  2.18027  3.70487
F  -1.46066  1.53111  4.89496
F  0.33509  2.54065  3.81588
C  -0.61277  1.43473  -0.31857
C  -1.73056  2.42687  -0.90503
P  -3.29876  1.39288  -1.28988
O  -3.28971  0.86687  -2.74987
O  -3.44905  0.01901  -0.29143
O  -4.73710  2.32170  -1.04231
C  0.89588  1.47456  -0.94303
C  1.23553  2.48799  -2.13083
F  0.44132  2.05763  -3.25803
F  0.90320  3.84540  -1.81863
C  2.75984  2.47298  -2.63016
F  3.45984  1.25894  -2.35145
F  3.55792  3.52611  -2.05205
C  2.90028  2.69646  -4.24290
F  4.29055  3.01011  -4.44286
F  2.67392  1.50757  -4.98030
F  2.17521  3.81215  -4.71028
N  1.90978  1.27224  0.17522
C  2.63559  2.46501  0.72982
C  4.24133  2.32600  0.74402
O  4.93056  3.38341  0.71572
Cl  5.16325  0.76079  0.84866
H  1.78415  -4.29627  2.76871
H  0.21593  -4.12541  3.29700
H  1.06018  -3.00489  1.22014
H  -0.02611  -2.01443  2.32319
H  2.93962  -1.81445  3.21309
H  3.65718  -2.34619  1.19863
H  2.67808  0.69090  2.90695
H  1.00435  0.05101  3.45898
H  0.68307  -0.34193  0.61236
H  -0.03902  2.68007  1.35193
H  -1.64139  3.16472  3.57514
H  -0.93918  0.36527  -0.62014
H  -2.01634  3.23749  -0.13314
H  -1.44911  2.96862  -1.86909
H  -4.20788  0.08898  0.33573
H  -5.38114  1.71315  -0.60124
H  0.97912  0.45155  -1.48596
H  2.47835  0.48304  -0.18572
H  2.33623  2.68144  1.82963
H  2.41259  3.45190  0.16875
C  -3.63918  -2.30228  -2.36797
O  -3.06639  -3.56762  -2.69961
C  -2.99098  -4.42555  -1.66858
O  -3.35574  -4.20920  -0.53649
O  -2.43844  -5.56671  -2.11563
C  -2.29526  -6.57783  -1.11960
H  -3.65041  -1.69183  -3.27119
H  -4.66851  -2.42424  -2.02182
H  -3.03647  -1.79292  -1.61577
H  -3.27045  -6.86919  -0.72297
H  -1.63730  -6.23752  -0.31639
H  -1.84066  -7.44949  -1.59185

The calculation puts the HOMO energy at -0.4581 hartree. As for the multiplicity: 1. The net charge is +1. The max |F| comes out at 6.234 eV/A. The lowest unoccupied orbital energy is -3.4638 eV. Its total energy is -3312.63056 Ha. The value obtained for the frontier orbital gap is 9.0 eV.

---

Record 3
C18H26F6HfIN3O4Si | the ωB97M-V functional and the def2-TZVPD basis

Cartesian coordinates (Å):
Hf  -0.87273  1.10742  1.44906
C  -1.03372  0.04912  -4.03134
C  0.24067  -0.64247  -3.57051
N  0.14752  -1.22196  -2.24678
C  -0.11905  -2.64409  -2.20219
C  -1.44782  -3.00935  -1.55027
C  1.12997  -0.65924  -1.33648
C  1.17361  -1.18689  0.08978
N  -0.02262  -0.97699  0.89944
C  -0.29009  -1.98094  1.76996
C  -1.61901  -2.13444  2.24112
F  -2.53317  -1.25095  1.77624
C  -2.01702  -3.12396  3.10240
F  -3.31860  -3.18235  3.46762
C  -1.13320  -4.08353  3.57754
C  0.16813  -3.95897  3.14420
F  1.10440  -4.83904  3.59439
C  0.59036  -2.95644  2.28865
F  1.92914  -2.90130  2.03711
H  -0.93326  0.40539  -5.06108
H  -1.25559  0.90221  -3.39135
H  -1.88881  -0.62203  -3.96815
H  1.06500  0.08175  -3.57753
H  0.51883  -1.41772  -4.30348
H  0.70361  -3.17616  -1.70064
H  -0.12398  -3.01678  -3.23474
H  -1.41738  -2.85661  -0.47610
H  -1.69151  -4.05755  -1.74707
H  -2.24487  -2.37307  -1.93507
H  0.97123  0.41751  -1.31068
H  2.15687  -0.82045  -1.72916
H  2.05492  -0.71950  0.55052
H  1.39035  -2.26050  0.04131
H  -1.43732  -4.85335  4.26707
I  -2.32754  3.57663  1.77226
O  -3.73164  0.43519  -1.72124
C  -2.94804  1.10395  -1.07054
O  -2.27973  0.70444  -0.05048
H  -2.75676  2.16908  -1.33832
C  3.01992  2.48536  -0.67849
Si  1.28998  3.21114  -0.46456
C  1.40969  4.72550  0.61701
C  0.71621  3.74877  -2.16982
O  0.24468  2.12016  0.12783
H  3.75434  3.06734  -0.11947
H  3.31966  2.47295  -1.72889
H  3.05892  1.46793  -0.29494
H  2.22294  5.37218  0.27633
H  1.60633  4.41977  1.64531
H  0.47669  5.28910  0.61574
H  1.34584  4.56085  -2.54400
H  -0.31712  4.09696  -2.14285
H  0.77597  2.92096  -2.87865
O  -1.33471  -0.37505  5.56379
C  -1.44312  0.16748  4.51367
N  -1.57614  0.71056  3.46850
F  0.82512  2.49313  3.19205
C  1.07597  1.16351  2.72944
F  2.33721  1.26292  2.11157
H  1.29051  0.59244  3.64496

The calculation puts the HOMO energy at -0.0824 hartree. As for the multiplicity: 1. The net charge is -2. For the energy above the lowest of the compared OMol25 structures with the same formula, charge and spin, the calculation gives 0.030 eV. The max |F| comes out at 0.874 eV/A. The lowest unoccupied orbital energy is 4.6305 eV. Its total energy is -2401.46349 Ha. The value obtained for the frontier orbital gap is 6.9 eV.

---

Record 4
C18H26I2N4O6PdSi2 | the ωB97M-V functional and the def2-TZVPD basis

Cartesian coordinates (Å):
Pd  -0.53934  0.14326  0.46089
I  -4.28502  2.51262  -1.43004
C  -4.07869  0.40198  -1.39219
I  -2.18023  -0.32887  -2.00037
H  -4.81039  -0.01483  -2.07239
H  -4.22797  0.07200  -0.37284
C  -2.28135  3.09041  2.56647
Si  -0.54828  3.12440  1.82928
C  0.75372  2.46351  3.01091
C  -0.13333  4.94215  1.51847
C  -0.54659  2.24994  0.13252
Si  0.77223  2.70688  -1.16649
C  0.19874  4.38548  -1.82198
C  2.49912  2.88167  -0.43551
C  0.83547  1.54033  -2.63824
H  -2.24350  3.33647  3.62959
H  -2.78081  2.13014  2.45417
H  -2.90691  3.83807  2.07395
H  0.76893  3.11660  3.88796
H  1.74941  2.48646  2.56824
H  0.55157  1.44899  3.34520
H  -0.28702  5.48432  2.45519
H  -0.77845  5.39477  0.76568
H  0.90558  5.08800  1.22031
H  -1.54201  2.35993  -0.31226
H  0.46281  5.21122  -1.16510
H  -0.87876  4.41170  -1.99448
H  0.68904  4.55378  -2.78439
H  2.49523  3.15683  0.61835
H  3.03024  3.66844  -0.97774
H  3.08068  1.96749  -0.54330
H  -0.11156  1.53336  -3.17732
H  1.08451  0.51142  -2.37129
H  1.60388  1.90457  -3.32513
N  4.33365  -1.87933  -2.00128
C  3.74572  -1.68368  -1.02676
N  3.10936  -1.55024  0.12569
C  2.25604  -0.66185  0.33985
N  1.42931  0.13058  0.65406
O  -2.62003  -0.01982  1.25396
C  -2.11104  -0.32980  2.35300
O  -0.86954  -0.19810  2.54073
H  -2.72830  -0.71604  3.17238
O  -0.50742  -2.01202  0.53371
C  0.06667  -2.46034  -0.51168
O  0.46551  -1.75004  -1.45049
C  0.25521  -3.95251  -0.56795
C  0.45019  -4.56875  -1.79875
C  0.63260  -5.93892  -1.86615
C  0.63393  -6.66036  -0.68350
C  0.45455  -6.06676  0.55453
C  0.25481  -4.69829  0.60424
N  0.83357  -8.11817  -0.74362
O  0.93546  -8.62840  -1.84066
O  0.84853  -8.72874  0.30638
H  0.46501  -3.96147  -2.69308
H  0.77966  -6.44976  -2.80538
H  0.47019  -6.67388  1.44649
H  0.09538  -4.19679  1.54815

The calculation puts the HOMO energy (alpha / beta) at -0.3549 / -0.3547 hartree. As for the multiplicity: 1. The net charge is 0. For the energy above the lowest of the compared OMol25 structures with the same formula, charge and spin, the calculation gives 1.155 eV. The max |F| comes out at 1.320 eV/A. The lowest unoccupied orbital energy (alpha / beta) is -4.1080 / -4.0923 eV. Its total energy is -2674.06797 Ha. The value obtained for the frontier orbital gap (alpha / beta) is 5.5 / 5.6 eV.